A molecular structure, C11H20Cl2DyN2S in a non-equilibrium geometry. Source: OMol25; level of theory: ωB97M-V/def2-TZVPD.

Atoms and positions in Å:
1 Dy -0.107 0.178 0.033
2 Cl 1.710 1.794 -0.117
3 Cl -2.032 -0.712 -1.219
4 C 0.265 1.534 -2.956
5 H -0.825 1.574 -2.826
6 H 0.779 2.458 -3.245
7 C 1.007 -1.687 0.381
8 C 0.945 0.391 -2.772
9 H 0.960 -2.055 1.445
10 C 2.432 0.240 -2.932
11 H 0.401 -0.542 -2.490
12 C 2.918 -1.201 -2.683
13 H 2.735 0.571 -3.940
14 H 2.926 0.913 -2.207
15 C 2.943 -1.579 -1.190
16 H 2.286 -1.896 -3.246
17 H 3.938 -1.291 -3.077
18 C 1.622 -2.296 -0.693
19 H 3.760 -2.291 -1.020
20 H 3.136 -0.692 -0.578
21 H 0.953 -2.456 -1.544
22 H 1.900 -3.269 -0.288
23 S -0.174 0.235 2.663
24 C -1.813 0.765 2.782
25 N -2.815 -0.125 2.644
26 C -4.229 0.187 2.939
27 C -4.413 1.687 2.906
28 C -3.373 2.405 3.738
29 N -2.057 2.027 3.173
30 H -2.592 -1.126 2.522
31 H -4.470 -0.232 3.921
32 H -4.868 -0.281 2.190
33 H -5.408 1.937 3.265
34 H -4.334 2.042 1.873
35 H -3.408 2.095 4.786
36 H -3.497 3.485 3.678
37 H -1.268 2.624 3.462

Computed properties:
Net charge ... -1
⟨S²⟩ ... 9.348
Multiplicity ... 6
HOMO level (spin up / spin down) ... -0.9 / -0.9 eV